23
Properties=species:S:1:pos:R:3:forces:R:3 method="wB97M-V/def2-TZVPD" orbital_gap_ev=10.913 smiles="COC(=O)[C@H](C)C[Si](C)(Cl)Cl" de_lowest_kj_mol=21.1 max_force_ev_per_a=2.26
C -1.193 0.319 3.526 0.19 0.41 2.13
O -1.211 -0.194 2.243 1.35 -0.53 -1.62
C 0.081 -0.260 1.811 1.53 0.76 -0.70
O 1.086 -0.068 2.484 -1.90 -0.31 -0.25
C 0.241 -0.440 0.316 -1.01 -1.30 -0.71
C 1.494 -1.238 0.029 0.47 -0.64 0.53
C 0.241 0.892 -0.421 -0.99 0.85 -0.53
Si 0.262 0.835 -2.303 0.30 -0.55 -0.35
C -1.130 -0.157 -3.081 -0.55 1.34 1.74
Cl 0.443 2.704 -3.218 -0.22 -0.49 0.54
Cl 2.060 -0.145 -2.795 -0.41 0.57 -0.54
H -0.902 1.375 3.457 0.05 -0.22 0.44
H -0.445 -0.270 4.093 -0.52 0.71 0.17
H -2.169 0.241 3.995 -0.16 -0.13 -0.24
H -0.626 -1.025 -0.052 0.18 0.23 0.27
H 1.565 -2.112 0.675 -0.11 -0.01 0.17
H 1.571 -1.600 -0.985 -0.29 0.00 -0.02
H 2.377 -0.643 0.222 0.20 0.17 0.05
H 1.121 1.472 -0.178 0.19 0.34 0.42
H -0.681 1.467 -0.171 0.63 -0.10 0.04
H -2.162 0.234 -2.928 0.82 -0.01 -0.13
H -1.099 -1.118 -2.620 0.05 -0.92 0.35
H -0.926 -0.272 -4.098 0.20 -0.16 -1.78

23
Properties=species:S:1:pos:R:3:forces:R:3 method="wB97M-V/def2-TZVPD" orbital_gap_ev=9.113 de_lowest_kj_mol=304.0 max_force_ev_per_a=6.30
Cl -1.347 -2.138 -1.490 1.49 -4.92 2.78
Cl -1.330 0.179 -2.043 0.28 6.28 0.25
O -0.175 -0.137 0.778 -0.88 -0.88 -1.15
C 2.481 -1.738 -1.650 2.49 0.00 1.14
C 0.247 3.231 1.065 0.49 0.93 0.37
C 1.712 -0.826 -1.099 -1.35 0.13 -1.43
C -0.311 2.685 -0.010 -0.54 -2.20 1.73
C 0.958 -2.819 0.921 0.39 -0.83 0.65
C -2.940 1.206 0.590 1.37 -0.01 -1.45
Si 0.298 -1.479 -0.161 -0.51 0.36 -0.21
Si -1.101 0.989 -0.023 -1.66 0.48 0.01
H 3.514 -1.489 -1.929 -0.59 -0.01 -1.00
H 2.373 -2.764 -1.371 -0.22 -0.72 -0.15
H 0.734 4.200 0.912 -0.41 0.04 0.36
H 0.271 2.890 2.131 0.20 -0.39 -1.36
H 1.785 0.194 -1.427 0.38 0.58 0.38
H -0.573 3.228 -0.857 0.51 1.24 -1.61
H 0.771 -3.849 0.589 -0.70 0.33 0.23
H 0.523 -2.585 1.897 -0.27 -0.60 0.09
H 2.046 -2.889 1.131 -0.45 0.88 -0.50
H -3.163 2.020 1.225 0.62 1.17 1.02
H -3.291 0.358 1.145 -0.56 -0.79 -0.46
H -3.482 1.534 -0.322 -0.09 -1.06 0.32

32
Properties=species:S:1:pos:R:3:forces:R:3 method="wB97M-V/def2-TZVPD" orbital_gap_ev="4.102 / 4.277" total_charge=+2 multiplicity=4 max_force_ev_per_a=5.09
Ni -3.216 -3.022 -0.197 -0.91 -1.23 0.37
Sn -1.126 -0.836 -4.003 -0.03 -0.76 3.02
Sn -4.063 1.640 -1.078 0.63 -1.20 0.28
P -2.081 -1.231 -0.722 -0.68 1.89 0.40
O -1.644 -2.130 0.426 1.90 0.09 1.54
O -1.537 0.109 -1.177 0.32 -0.33 -0.87
O -3.596 -1.139 -0.390 -2.23 2.23 0.69
O -2.264 -2.301 -1.797 1.62 -1.04 -4.72
Cl 1.683 4.817 -1.083 0.23 0.46 -0.27
C 0.874 3.594 -2.070 -0.11 0.85 0.11
C 0.418 2.523 -1.147 -1.03 -0.88 -0.60
Cl 1.794 1.667 -0.532 0.93 -0.69 0.63
H 1.551 3.195 -2.825 0.15 0.06 0.17
H 0.044 4.066 -2.595 -0.09 0.06 0.13
H -0.154 1.796 -1.724 -0.08 -0.10 -0.07
H -0.208 2.789 -0.296 0.16 0.58 -0.09
Cl 1.744 -1.584 -2.176 -0.20 -0.05 -0.22
C 1.860 -1.650 -0.366 -1.34 -0.55 1.44
C 1.648 -3.061 0.240 0.61 0.43 -0.78
Cl 2.881 -4.175 -0.408 -0.26 -0.07 0.02
H 1.029 -1.033 -0.022 0.05 0.10 -0.06
H 2.769 -1.172 0.002 0.21 -0.18 -0.70
H 0.642 -3.441 0.063 0.19 0.01 -0.25
H 1.801 -3.043 1.319 0.02 0.38 -0.05
Cl -0.177 2.539 2.726 -0.68 -0.25 -0.16
C -0.552 0.842 2.261 1.28 -0.39 0.42
C 0.292 -0.084 3.135 -0.16 0.08 0.72
Cl -0.231 -0.154 4.852 -0.22 0.19 -0.22
H -0.129 0.759 1.261 -0.35 -0.13 -0.18
H -1.603 0.556 2.300 -0.02 0.50 0.08
H 1.313 0.295 3.196 -0.02 -0.24 -0.34
H 0.241 -1.129 2.828 0.10 0.18 -0.42

27
Properties=species:S:1:pos:R:3:forces:R:3 method="wB97M-V/def2-TZVPD" orbital_gap_ev="4.362 / 6.234" total_charge=+3 multiplicity=9 de_lowest_kj_mol=97.6 max_force_ev_per_a=3.41
Cr 0.632 1.001 -1.397 -0.73 -1.74 2.84
Cr -2.409 2.164 -3.980 0.33 -1.59 0.47
Cl -1.385 0.215 -2.818 -0.51 2.14 -1.01
C -1.373 3.901 0.965 -0.51 0.40 0.14
O -2.127 2.690 1.230 0.63 0.52 0.08
C -1.605 1.547 0.934 -0.80 0.27 -0.27
O -0.615 1.382 0.185 1.20 0.26 -1.28
O -2.320 0.607 1.424 0.31 -0.81 0.12
C -2.031 -0.762 1.060 -0.60 -0.37 -0.39
H -0.461 3.923 1.555 0.15 -0.16 -0.23
H -2.012 4.709 1.309 -0.06 -0.09 0.06
H -1.240 4.031 -0.110 0.31 -0.13 0.08
H -1.311 -1.225 1.727 0.03 0.23 0.14
H -1.704 -0.815 0.023 0.18 0.11 0.08
H -2.996 -1.259 1.115 0.09 -0.09 0.26
C 0.092 -2.983 -1.293 -0.04 0.76 -0.06
O 1.400 -2.888 -0.707 -0.47 -0.71 -0.30
C 1.882 -1.775 -0.292 0.57 -0.19 -0.26
O 1.256 -0.683 -0.239 -0.38 1.16 -1.08
O 3.114 -1.940 0.040 -0.18 0.46 0.55
C 3.780 -0.900 0.776 1.59 0.41 -0.11
H -0.030 -2.144 -1.987 -0.10 -0.16 -0.01
H -0.659 -2.925 -0.509 -0.03 -0.19 -0.01
H 0.043 -3.912 -1.845 0.11 -0.14 0.16
H 3.479 -0.840 1.817 -0.46 -0.08 -0.11
H 3.770 0.060 0.260 -0.54 -0.02 0.03
H 4.832 -1.177 0.756 -0.10 -0.27 0.10

21
Properties=species:S:1:pos:R:3:forces:R:3 method="wB97M-V/def2-TZVPD" orbital_gap_ev=9.560 smiles=CN(Cl)[C@]1(O)CC1(C)C de_lowest_kj_mol=275.1 max_force_ev_per_a=4.33
C -2.720 -1.126 0.269 1.94 -0.29 -1.41
N -1.770 -0.082 0.666 3.85 -0.18 -0.97
Cl -2.339 1.537 0.264 -0.06 -0.78 -0.05
C -0.290 -0.275 -0.258 -3.89 -1.65 0.96
O -0.702 -0.548 -1.552 0.15 -0.59 -1.13
C 0.843 -1.062 0.346 -1.02 -0.76 3.37
C 0.971 0.416 0.081 1.60 1.63 -1.18
C 1.925 0.872 -1.058 2.11 -2.45 0.01
C 1.232 1.456 1.159 -1.84 -1.68 -0.46
H -3.101 -1.028 -0.754 0.23 -0.09 -0.05
H -2.291 -2.152 0.443 -0.01 1.10 -0.22
H -3.520 -1.040 0.899 -2.20 0.21 1.67
H -1.054 -1.473 -1.766 1.01 1.89 1.28
H 1.364 -1.770 -0.245 0.35 -0.30 -0.92
H 0.763 -1.509 1.442 -0.03 1.48 -2.19
H 1.609 1.693 -1.649 -0.70 0.82 -0.31
H 2.110 0.013 -1.746 -0.26 0.65 0.21
H 3.003 1.130 -0.688 -2.06 -0.42 -0.16
H 1.282 2.400 0.682 -0.30 1.11 -0.02
H 2.172 1.203 1.526 1.75 -0.21 0.85
H 0.513 1.345 1.938 -0.60 0.51 0.72

20
Properties=species:S:1:pos:R:3:forces:R:3 method="wB97M-V/def2-TZVPD" orbital_gap_ev=10.465 smiles=CC[C@H]1[C@H](N)C[C@H]1F de_lowest_kj_mol=110.8 max_force_ev_per_a=3.78
C -1.893 1.355 1.216 -0.16 -1.11 1.25
C -0.780 0.274 1.240 0.40 1.51 -0.36
C 0.182 0.411 0.048 0.65 -0.02 -0.42
C 1.348 -0.636 -0.100 -1.57 -1.79 -0.25
N 2.410 -0.184 -0.975 1.54 -0.78 -0.27
C 0.291 -1.457 -0.972 0.36 0.15 1.08
C -0.454 -0.137 -1.262 3.77 -0.26 0.11
F -1.764 -0.212 -1.301 -2.85 -0.26 -0.21
H -2.376 1.137 0.278 -0.84 0.57 -0.03
H -1.548 2.393 1.259 0.16 -0.27 -0.09
H -2.579 1.174 2.118 0.74 0.33 -1.45
H -0.195 0.385 2.114 0.71 0.11 1.18
H -1.262 -0.681 1.339 -0.11 -0.61 -0.39
H 0.665 1.385 -0.032 -0.67 0.50 0.20
H 1.688 -1.146 0.844 -0.33 0.47 -0.73
H 2.886 0.598 -0.552 0.23 0.24 0.04
H 3.173 -0.920 -1.155 -1.84 1.33 0.51
H 0.632 -2.170 -1.734 -0.16 0.35 0.08
H -0.338 -1.931 -0.214 0.00 -0.51 -0.34
H -0.085 0.363 -2.160 -0.04 0.05 0.08